The following is a DFT calculation (wB97M-V/def2-TZVPD) of 2 unconnected molecules or ions with the total composition CH3IN2 at a distorted geometry.

The value obtained for the highest occupied orbital energy is -9.90 eV. The value obtained for the strongest force on any atom is 1.361 eV Å⁻¹. The energy above the lowest of the compared OMol25 structures with the same formula, charge and spin is 0.2390 eV. The calculation puts the LUMO energy at -0.9802 eV.

XYZ file:
```
7
Properties=species:S:1:pos:R:3:mulliken_charge:R:1
H 0.40 0.01 -0.67 0.17
H 0.13 -0.78 0.74 0.22
N -0.31 -0.22 0.02 -0.62
I 1.20 -1.14 -4.50 0.38
N 0.69 0.46 -3.46 -0.20
C 0.40 1.39 -2.83 -0.16
H -0.60 0.65 0.45 0.22
```

=====

The following is a DFT calculation (wB97M-V/def2-TZVPD) of 2 unconnected molecules or ions with the total composition CH3IN2O at a distorted geometry.

The value obtained for the highest occupied orbital energy (spin up / spin down) is -9.60 / -9.60 eV. The value obtained for the strongest force on any atom is 3.557 eV Å⁻¹. As for the SMILES: O=NI.C=N. The energy above the lowest of the compared OMol25 structures with the same formula, charge and spin is 2.7509 eV. The calculation puts the LUMO energy (spin up / spin down) at -1.0961 / -1.0957 eV.

XYZ file:
```
8
Properties=species:S:1:pos:R:3:mulliken_charge:R:1
C -0.18 -1.31 -0.76 -0.35
N 0.79 -1.22 0.08 -0.48
I 1.12 2.29 -0.51 0.07
N 0.03 1.74 1.20 0.12
H 0.39 -1.14 0.96 0.25
O -1.09 2.10 1.27 -0.20
H 0.15 -1.25 -1.74 0.32
H -1.20 -1.22 -0.51 0.28
```

=====

The following is a DFT calculation (wB97M-V/def2-TZVPD) of 2 unconnected molecules or ions with the total composition CH3IN2S at a distorted geometry.

The value obtained for the highest occupied orbital energy is -8.70 eV. The value obtained for the strongest force on any atom is 2.394 eV Å⁻¹. The energy above the lowest of the compared OMol25 structures with the same formula, charge and spin is 0.0000 eV. The calculation puts the LUMO energy at -0.5491 eV.

XYZ file:
```
8
Properties=species:S:1:pos:R:3:mulliken_charge:R:1
C 1.14 0.94 1.04 -0.45
H -2.37 4.73 -0.98 0.19
S -1.84 3.67 -0.33 -0.28
N 0.17 0.18 0.74 0.46
I -1.67 2.57 -2.37 0.09
H 1.13 1.16 2.11 0.22
H 1.46 1.69 0.35 0.28
N -0.60 -0.48 0.24 -0.52
```

=====

The following is a DFT calculation (wB97M-V/def2-TZVPD) of a single CH3IN4 molecule at a distorted geometry.

The value obtained for the highest occupied orbital energy (spin up / spin down) is -7.72 / -7.71 eV. The value obtained for the strongest force on any atom is 4.007 eV Å⁻¹. The energy above the lowest of the compared OMol25 structures with the same formula, charge and spin is 4.4540 eV. The calculation puts the LUMO energy (spin up / spin down) at 0.3174 / 0.3191 eV.

XYZ file:
```
9
Properties=species:S:1:pos:R:3:mulliken_charge:R:1
N 1.17 -0.98 0.28 0.50
H -0.16 -1.34 -1.32 0.23
N 0.93 0.16 0.81 -0.73
H 1.84 -1.56 0.81 0.31
N 0.63 -1.71 -0.62 -0.75
N 0.16 1.06 0.32 0.13
H -0.82 2.29 -0.46 0.41
I -2.77 0.70 0.20 0.19
C -0.99 1.39 -0.02 -0.29
```

=====

The following is a DFT calculation (wB97M-V/def2-TZVPD) of a molecular structure, CH3INO4P at a distorted geometry.

The value obtained for the highest occupied orbital energy is -9.13 eV. The value obtained for the strongest force on any atom is 4.976 eV Å⁻¹. The energy above the lowest of the compared OMol25 structures with the same formula, charge and spin is 0.9412 eV. The calculation puts the LUMO energy at -1.5553 eV.

XYZ file:
```
11
Properties=species:S:1:pos:R:3:mulliken_charge:R:1
H 2.44 -1.56 -0.23 0.29
O 1.40 1.70 -0.30 -0.53
O -0.63 -0.04 0.53 -0.18
H 1.45 2.06 -1.21 0.36
P 0.82 0.07 -0.40 0.35
C -1.79 0.15 -0.24 0.73
O -3.00 0.36 0.52 -0.52
I -3.39 -1.48 1.32 0.29
O -1.85 0.14 -1.49 -0.44
N 1.95 -1.00 0.47 -0.61
H 2.59 -0.41 1.03 0.26
```

=====

The following is a DFT calculation (wB97M-V/def2-TZVPD) of 2 unconnected molecules or ions with the total composition CH3IO.

The value obtained for the highest occupied orbital energy is -10.16 eV. The value obtained for the strongest force on any atom is 0.685 eV Å⁻¹. As for the SMILES: C=O.I. The energy above the lowest of the compared OMol25 structures with the same formula, charge and spin is 0.4014 eV. The calculation puts the LUMO energy at 0.5755 eV.

XYZ file:
```
6
Properties=species:S:1:pos:R:3:mulliken_charge:R:1
H 2.36 1.12 0.18 0.08
C -1.31 -1.16 -0.08 -0.04
O -0.96 -2.29 0.07 -0.36
H -0.76 -0.45 -0.72 0.19
I 3.29 -0.13 0.00 -0.08
H -2.21 -0.75 0.40 0.22
```

=====

The following is a DFT calculation (wB97M-V/def2-TZVPD) of 2 unconnected molecules or ions with the total composition CH3IO2 at a distorted geometry.

The value obtained for the highest occupied orbital energy is -10.23 eV. The value obtained for the strongest force on any atom is 1.024 eV Å⁻¹. As for the SMILES: O=CO.I. The energy above the lowest of the compared OMol25 structures with the same formula, charge and spin is 0.0795 eV. The calculation puts the LUMO energy at 0.5067 eV.

XYZ file:
```
7
Properties=species:S:1:pos:R:3:mulliken_charge:R:1
O -0.84 1.60 -0.20 -0.48
H 1.88 -1.33 -0.91 0.10
O -0.69 -0.41 0.78 -0.39
I 2.74 -0.27 -0.14 -0.10
H -1.86 -0.06 -0.79 0.33
H -0.07 0.03 1.38 0.33
C -1.15 0.45 -0.12 0.20
```

=====

The following is a DFT calculation (wB97M-V/def2-TZVPD) of 2 unconnected molecules or ions with the total composition CH3IO2P at a distorted geometry.

The value obtained for the highest occupied orbital energy (spin up / spin down) is -3.04 / -4.99 eV. The value obtained for the strongest force on any atom is 4.107 eV Å⁻¹. The energy above the lowest of the compared OMol25 structures with the same formula, charge and spin is 3.2553 eV. As for the charge: -1. The calculation puts the LUMO energy (spin up / spin down) at 3.1462 / 3.0201 eV.

XYZ file:
```
8
Properties=species:S:1:pos:R:3:mulliken_charge:R:1
O -1.42 -1.29 1.33 -0.54
H 1.11 1.25 -0.63 0.23
C 1.71 0.50 0.02 -0.93
P -1.25 -0.71 0.01 0.46
I -2.59 1.37 -0.06 -0.28
O -1.44 -1.33 -1.33 -0.56
H 2.19 -0.24 -0.49 0.32
H 1.68 0.45 1.15 0.28
```

=====

The following is a DFT calculation (wB97M-V/def2-TZVPD) of 3 unconnected molecules or ions with the total composition CH3IO3 at a distorted geometry.

The value obtained for the highest occupied orbital energy is -10.31 eV. The value obtained for the strongest force on any atom is 3.257 eV Å⁻¹. The energy above the lowest of the compared OMol25 structures with the same formula, charge and spin is 4.2045 eV. The calculation puts the LUMO energy at 0.3785 eV.

XYZ file:
```
8
Properties=species:S:1:pos:R:3:mulliken_charge:R:1
C 1.62 -1.26 -1.26 0.19
H -0.18 -1.83 0.75 0.31
H 0.19 0.73 0.32 0.24
I -1.42 3.45 -0.05 -0.05
O 1.28 -2.06 -2.00 -0.19
H -1.23 2.05 0.79 0.11
O 0.36 -0.05 0.91 -0.30
O -0.61 -1.04 0.54 -0.31
```

=====

The following is a DFT calculation (wB97M-V/def2-TZVPD) of 2 unconnected molecules or ions with the total composition CH3IOP2 at a distorted geometry.

The value obtained for the highest occupied orbital energy is -9.22 eV. The value obtained for the strongest force on any atom is 2.609 eV Å⁻¹. As for the SMILES: O=PI.C=P. The energy above the lowest of the compared OMol25 structures with the same formula, charge and spin is 1.2112 eV. The calculation puts the LUMO energy at -1.1271 eV.

XYZ file:
```
8
Properties=species:S:1:pos:R:3:mulliken_charge:R:1
O 2.73 1.91 0.01 -0.36
P -0.56 0.15 0.25 0.01
P 2.17 0.69 -0.55 0.36
C -1.92 -0.78 -0.19 -0.46
H -1.70 -1.73 -0.67 0.24
H -1.18 1.50 0.54 0.07
H -2.96 -0.62 -0.03 0.27
I 3.42 -1.12 0.64 -0.13
```

=====

The following is a DFT calculation (wB97M-V/def2-TZVPD) of 2 unconnected molecules or ions with the total composition CH3IOS2 at a distorted geometry.

The value obtained for the highest occupied orbital energy (spin up / spin down) is -9.16 / -8.69 eV. The value obtained for the strongest force on any atom is 1.770 eV Å⁻¹. The energy above the lowest of the compared OMol25 structures with the same formula, charge and spin is 2.2469 eV. The calculation puts the LUMO energy (spin up / spin down) at -0.9835 / -2.5954 eV.

XYZ file:
```
8
Properties=species:S:1:pos:R:3:mulliken_charge:R:1
H 1.31 1.02 -0.42 0.26
I -4.89 1.45 0.33 0.12
C 1.54 -0.05 -0.30 -0.76
S 0.01 -1.02 -0.13 0.37
H 2.10 -0.64 -1.01 0.29
S -2.59 1.44 -0.01 -0.13
H 2.27 -0.32 0.49 0.31
O 0.27 -1.87 1.03 -0.45
```

=====

The following is a DFT calculation (wB97M-V/def2-TZVPD) of a single CH3IOS2 molecule at a distorted geometry.

The value obtained for the highest occupied orbital energy is -9.35 eV. The value obtained for the strongest force on any atom is 3.483 eV Å⁻¹. The energy above the lowest of the compared OMol25 structures with the same formula, charge and spin is 0.6128 eV. The calculation puts the LUMO energy at -1.4022 eV.

XYZ file:
```
8
Properties=species:S:1:pos:R:3:mulliken_charge:R:1
S -0.11 -0.68 1.33 -0.05
H -1.36 1.52 0.52 0.27
O 0.69 -1.01 -1.40 -0.44
S 1.32 -1.27 -0.14 0.34
H -0.57 0.51 -0.69 0.32
C -1.04 0.41 0.24 -0.70
I 3.03 0.68 -0.02 -0.05
H -1.96 -0.16 0.16 0.31
```